No. 1
The following is a DFT calculation (wB97M-V/def2-TZVPD) of a molecular structure, C55H35Cl3F15GeIrN2O7P2S.

Each line ends with the Löwdin charge.
Element x y z (Å)
Ir (0.128, 0.392, 0.065)  1.162
N (-0.612, 2.514, -1.914)  -0.322
P (-1.509, 1.198, -1.353)  0.813
C (-2.918, 1.854, -0.426)  -0.350
C (-3.973, 0.996, -0.100)  -0.103
C (-5.019, 1.449, 0.692)  -0.048
C (-5.023, 2.757, 1.158)  -0.067
C (-3.982, 3.616, 0.827)  -0.081
C (-2.928, 3.165, 0.044)  -0.096
C (-2.240, 0.539, -2.853)  -0.312
C (-2.048, -0.755, -3.322)  -0.080
C (-2.653, -1.152, -4.507)  -0.049
C (-3.443, -0.257, -5.216)  -0.056
C (-3.656, 1.027, -4.730)  -0.060
C (-3.069, 1.427, -3.542)  -0.080
P (0.466, 3.012, -0.672)  1.006
C (0.154, 4.824, -0.707)  -0.328
C (0.264, 5.451, -1.952)  -0.083
C (0.012, 6.808, -2.078)  -0.058
C (-0.338, 7.560, -0.963)  -0.065
C (-0.438, 6.949, 0.277)  -0.066
C (-0.196, 5.587, 0.400)  -0.099
C (2.121, 3.010, -1.450)  -0.326
C (2.319, 2.376, -2.671)  -0.102
C (3.585, 2.334, -3.242)  -0.072
C (4.659, 2.928, -2.601)  -0.065
C (4.458, 3.601, -1.402)  -0.056
C (3.197, 3.649, -0.829)  -0.073
H (-1.081, 3.182, -2.517)  0.077
H (-3.975, -0.022, -0.463)  0.083
H (-5.831, 0.780, 0.945)  0.116
H (-5.846, 3.111, 1.766)  0.111
H (-4.001, 4.647, 1.164)  0.107
H (-2.129, 3.847, -0.213)  0.071
H (-1.442, -1.442, -2.762)  0.075
H (-2.510, -2.162, -4.870)  0.112
H (-3.901, -0.561, -6.148)  0.113
H (-4.293, 1.715, -5.270)  0.112
H (-3.269, 2.419, -3.150)  0.110
H (0.573, 4.883, -2.823)  0.110
H (0.105, 7.284, -3.046)  0.113
H (-0.514, 8.623, -1.060)  0.112
H (-0.693, 7.536, 1.150)  0.109
H (-0.242, 5.123, 1.371)  0.075
H (1.471, 1.946, -3.185)  0.086
H (3.734, 1.837, -4.194)  0.104
H (5.647, 2.887, -3.041)  0.110
H (5.288, 4.093, -0.910)  0.111
H (3.051, 4.188, 0.098)  0.107
C (6.033, -2.596, 1.480)  -0.035
O (6.057, -2.255, 0.096)  -0.044
C (4.908, -1.905, -0.494)  -0.252
C (4.998, -1.719, -1.897)  0.014
C (3.887, -1.346, -2.577)  -0.005
C (2.651, -1.113, -1.915)  -0.111
C (1.525, -0.648, -2.621)  -0.349
C (1.476, -0.681, -4.123)  0.027
O (0.512, -0.153, -2.051)  -0.206
C (2.567, -1.306, -0.523)  -0.300
O (1.449, -1.194, 0.152)  -0.261
C (3.716, -1.709, 0.176)  0.077
H (7.068, -2.750, 1.767)  0.102
H (5.477, -3.522, 1.630)  0.089
H (5.605, -1.795, 2.084)  0.093
H (5.949, -1.881, -2.384)  0.125
H (3.954, -1.196, -3.648)  0.118
H (1.767, -1.659, -4.504)  0.105
H (2.165, 0.062, -4.529)  0.083
H (0.472, -0.437, -4.460)  0.084
H (3.624, -1.839, 1.244)  0.110
N (-1.013, 3.350, 3.224)  0.198
C (-1.371, 2.013, 3.803)  -0.020
C (-1.083, 0.894, 2.795)  -0.618
O (-1.210, -0.229, 3.184)  0.042
O (-0.724, 1.392, 1.614)  -0.329
H (-1.770, 4.027, 3.271)  0.160
H (-0.780, 3.120, 2.237)  0.099
H (-0.162, 3.741, 3.637)  0.119
H (-2.431, 1.987, 4.040)  0.142
H (-0.788, 1.825, 4.700)  0.127
F (0.540, -1.811, 3.347)  0.048
C (1.240, -2.849, 2.885)  -0.255
C (0.762, -3.541, 1.784)  -0.122
C (1.529, -4.593, 1.316)  -0.197
F (1.170, -5.293, 0.236)  0.116
C (2.696, -4.981, 1.957)  -0.142
F (3.417, -6.001, 1.501)  0.136
C (3.102, -4.307, 3.091)  -0.141
F (4.194, -4.699, 3.740)  0.141
C (2.387, -3.214, 3.550)  -0.145
F (2.813, -2.541, 4.618)  0.119
Ge (-1.024, -3.096, 1.178)  0.857
S (-1.612, -1.092, 0.436)  0.505
C (-2.291, -3.334, 2.655)  -0.136
C (-2.024, -3.719, 3.956)  -0.197
F (-0.790, -4.061, 4.346)  0.115
C (-3.017, -3.801, 4.917)  -0.132
F (-2.723, -4.164, 6.163)  0.138
C (-4.323, -3.506, 4.581)  -0.125
F (-5.281, -3.581, 5.496)  0.147
C (-4.632, -3.139, 3.285)  -0.136
F (-5.893, -2.861, 2.952)  0.130
C (-3.619, -3.067, 2.356)  -0.239
F (-3.962, -2.740, 1.094)  0.054
C (-1.527, -4.393, -0.207)  -0.132
C (-1.145, -4.178, -1.518)  -0.235
F (-0.326, -3.156, -1.818)  0.068
C (-1.521, -5.003, -2.555)  -0.134
F (-1.134, -4.746, -3.809)  0.121
C (-2.301, -6.111, -2.285)  -0.126
F (-2.676, -6.917, -3.270)  0.149
C (-2.674, -6.385, -0.983)  -0.133
F (-3.409, -7.461, -0.720)  0.141
C (-2.279, -5.531, 0.031)  -0.205
F (-2.657, -5.856, 1.274)  0.110
Cl (2.556, 3.483, 4.234)  0.635
C (2.701, 2.016, 3.248)  -1.483
Cl (4.405, 1.720, 2.885)  0.652
Cl (1.999, 0.661, 4.126)  0.725
C (1.943, 2.180, 1.895)  -0.812
O (1.488, 3.296, 1.633)  -0.116
O (1.908, 1.121, 1.214)  -0.160

Properties
**Frontier orbital gap (spin up / spin down)**: 6.997 / 6.373 eV
**HOMO level (spin up / spin down)**: -10.3 / -10.4 eV
**Maximum force**: 0.029 Eh/bohr
**Spin multiplicity**: 2
**Lowest unoccupied orbital energy (spin up / spin down)**: -0.1213 / -0.1490 Ha
**Total charge**: +1
**<S²>**: 0.765

***

No. 2
The following is a DFT calculation (wB97M-V/def2-TZVPD) of a molecular structure, C55H39HoN9O2S2.

Each line ends with the Löwdin charge.
Element x y z (Å)
Ho (-0.006, -0.190, 0.307)  1.551
O (1.519, -0.869, -1.108)  -0.248
C (1.841, -1.958, -1.706)  -0.379
C (3.186, -2.189, -2.089)  -0.014
C (3.555, -3.339, -2.737)  -0.076
C (2.605, -4.333, -3.059)  -0.100
C (1.295, -4.135, -2.717)  -0.060
C (0.876, -2.970, -2.039)  -0.173
C (-0.519, -2.814, -1.763)  -0.092
N (-1.024, -1.820, -1.102)  -0.117
N (-2.387, -1.837, -1.011)  0.061
C (-2.863, -0.872, -0.237)  -0.459
O (-2.148, 0.006, 0.370)  -0.225
C (-4.325, -0.903, 0.012)  -0.154
C (-5.144, -1.875, -0.562)  -0.032
C (-6.492, -1.920, -0.244)  -0.077
C (-7.034, -0.994, 0.641)  -0.085
C (-6.226, -0.011, 1.200)  -0.078
C (-4.876, 0.035, 0.885)  -0.032
H (3.908, -1.417, -1.847)  0.114
H (4.592, -3.485, -3.014)  0.105
H (2.908, -5.234, -3.574)  0.098
H (0.551, -4.887, -2.965)  0.112
H (-1.205, -3.563, -2.155)  0.133
H (-4.708, -2.591, -1.247)  0.107
H (-7.127, -2.677, -0.688)  0.104
H (-8.089, -1.032, 0.887)  0.103
H (-6.647, 0.720, 1.881)  0.103
H (-4.228, 0.787, 1.315)  0.109
C (2.486, -3.851, 2.277)  -0.023
C (3.564, -3.279, 2.927)  -0.034
C (3.778, -1.918, 2.799)  0.003
C (2.902, -1.157, 2.035)  -0.194
N (1.803, -1.698, 1.495)  0.049
C (1.625, -3.014, 1.592)  -0.113
C (3.199, 0.262, 1.675)  -0.200
C (4.403, 0.863, 2.027)  0.010
C (4.697, 2.134, 1.568)  -0.031
C (3.791, 2.773, 0.739)  -0.030
C (2.612, 2.117, 0.449)  -0.125
N (2.303, 0.908, 0.920)  0.031
H (2.301, -4.917, 2.315)  0.116
H (4.243, -3.884, 3.515)  0.118
H (4.628, -1.467, 3.289)  0.107
H (0.742, -3.413, 1.113)  0.086
H (5.123, 0.343, 2.641)  0.108
H (5.633, 2.607, 1.839)  0.119
H (3.986, 3.757, 0.332)  0.116
H (1.868, 2.590, -0.183)  0.106
C (1.607, 2.878, 5.744)  -0.064
C (1.754, 3.060, 4.378)  -0.056
C (1.154, 2.183, 3.488)  -0.056
C (0.383, 1.116, 3.944)  -0.250
C (0.248, 0.931, 5.327)  -0.016
C (0.853, 1.807, 6.212)  -0.063
N (-0.240, 0.234, 2.995)  0.057
N (-1.169, -0.430, 3.554)  0.103
C (-1.774, -1.506, 2.927)  -0.319
C (-2.969, -1.926, 3.515)  0.017
C (-3.597, -3.055, 3.034)  -0.029
C (-2.991, -3.758, 2.005)  -0.019
C (-1.804, -3.275, 1.486)  -0.130
N (-1.183, -2.171, 1.913)  0.086
H (2.076, 3.563, 6.443)  0.112
H (2.332, 3.897, 4.000)  0.115
H (1.257, 2.345, 2.431)  0.071
H (-0.322, 0.088, 5.687)  0.107
H (0.744, 1.648, 7.279)  0.111
H (-3.368, -1.351, 4.339)  0.122
H (-4.539, -3.384, 3.456)  0.122
H (-3.429, -4.661, 1.599)  0.120
H (-1.305, -3.834, 0.701)  0.107
S (-1.361, 6.726, 3.096)  1.062
C (-1.741, 6.561, 4.753)  -0.402
C (-1.893, 5.257, 5.107)  -0.172
C (-1.708, 4.374, 4.010)  -0.121
C (-1.418, 5.019, 2.839)  -0.480
C (-1.142, 4.431, 1.521)  -0.177
C (-0.975, 3.037, 1.401)  -0.077
N (-0.665, 2.416, 0.284)  0.068
C (-0.594, 3.137, -0.856)  -0.164
C (-0.762, 4.526, -0.862)  -0.125
C (-0.712, 5.237, -2.109)  -0.010
C (-0.553, 4.578, -3.274)  -0.004
C (-0.420, 3.147, -3.300)  -0.124
C (-0.308, 2.419, -4.494)  0.041
C (-0.191, 1.046, -4.463)  -0.167
C (-0.178, 0.440, -3.192)  -0.036
N (-0.277, 1.093, -2.058)  0.094
C (-0.409, 2.435, -2.096)  -0.149
C (-0.065, 0.210, -5.665)  -0.476
C (0.241, -1.120, -5.743)  -0.107
C (0.280, -1.612, -7.075)  -0.170
C (0.002, -0.648, -7.991)  -0.405
S (-0.312, 0.857, -7.248)  1.059
C (-1.008, 5.167, 0.364)  0.045
H (-1.825, 7.442, 5.374)  0.073
H (-2.135, 4.935, 6.111)  0.108
H (-1.788, 3.295, 4.100)  0.111
H (-1.108, 2.409, 2.271)  0.090
H (-0.824, 6.316, -2.091)  0.121
H (-0.535, 5.113, -4.217)  0.123
H (-0.307, 2.953, -5.438)  0.111
H (-0.052, -0.631, -3.114)  0.095
H (0.453, -1.740, -4.877)  0.107
H (0.509, -2.636, -7.338)  0.108
H (-0.038, -0.735, -9.067)  0.072
H (-1.122, 6.247, 0.380)  0.112

Properties
**Frontier orbital gap (spin up / spin down)**: 5.557 / 5.561 eV
**HOMO level (spin up / spin down)**: -9.2 / -9.2 eV
**Maximum force**: 0.040 Eh/bohr
**Spin multiplicity**: 5
**Lowest unoccupied orbital energy (spin up / spin down)**: -0.1345 / -0.1345 Ha
**Total charge**: +1
**<S²>**: 6.003